# 1
An isolated molecule of C5H10O. Source: OMol25; level of theory: the ωB97M-V functional and the def2-TZVPD basis.

Computed properties:
Multiplicity ... 1
Energy relative to the best compared isomer or geometry (same formula, charge and spin) ... 12.0 kJ/mol
Total charge ... 0
SMILES string ... OC1CCCC1

```
16
Properties=species:S:1:pos:R:3:nbo_charge:R:1
O -1.95377 0.10166 0.68874 -0.73
C -1.04722 0.20459 -0.40459 0.09
C 0.92020 -0.85584 0.48460 -0.41
C 1.30390 0.60560 0.21727 -0.40
C -0.20178 -1.07112 -0.53238 -0.43
C -0.04213 1.31764 -0.03426 -0.43
H -0.41997 1.78981 0.87846 0.23
H 0.03657 2.09105 -0.80689 0.21
H 0.52407 -0.97887 1.50055 0.21
H -0.79685 -1.97787 -0.36980 0.20
H 1.92537 0.64867 -0.68824 0.19
H -1.59706 0.42970 -1.33052 0.16
H 0.22729 -1.14084 -1.54081 0.20
H -2.51170 -0.67325 0.54046 0.46
H 1.75678 -1.55103 0.36610 0.21
H 1.87630 1.06010 1.03131 0.21
```

# 2
An isolated molecule of C6H11NOSi. Source: OMol25; level of theory: the ωB97M-V functional and the def2-TZVPD basis.

Computed properties:
Multiplicity ... 1
Energy relative to the best compared isomer or geometry (same formula, charge and spin) ... 298.7 kJ/mol
Total charge ... 0

```
20
Properties=species:S:1:pos:R:3:nbo_charge:R:1
Si -0.20625 1.01119 -0.14085 1.60
O 0.23854 -2.68411 0.90284 -0.70
N 2.36429 -1.62988 1.41085 -0.85
C 0.99784 -1.49382 1.07987 0.45
C 0.50060 -0.26615 0.94862 -0.67
C -2.25388 -1.29669 -0.39963 -0.48
C -0.43940 2.84599 0.27945 -1.10
C -1.57821 -0.22210 -0.12088 -0.33
C 0.43915 0.92581 -1.95699 -1.09
H 2.76960 -0.70474 1.65947 0.41
H 0.47591 3.35529 0.53302 0.25
H -3.19243 -1.22639 -0.85962 0.21
H 0.41872 1.93915 -2.40659 0.23
H 1.49996 0.49391 -2.00800 0.24
H -0.05595 0.13826 -2.47557 0.25
H -0.61992 -2.47957 1.34422 0.49
H -0.83536 3.29629 -0.65370 0.24
H 2.68836 -2.55392 1.89270 0.41
H -1.20099 2.90801 1.13410 0.25
H -2.01059 -2.35653 -0.16330 0.20
```

# 3
An isolated molecule of O3S2. Source: OMol25; level of theory: the ωB97M-V functional and the def2-TZVPD basis.

Computed properties:
Multiplicity ... 1
Energy relative to the best compared isomer or geometry (same formula, charge and spin) ... 20.7 kJ/mol
Total charge ... 0
SMILES string ... O=S1#S(=O)O1

```
5
Properties=species:S:1:pos:R:3:nbo_charge:R:1
S 0.86057 -0.27987 -0.66897 1.30
S -1.06389 0.10077 0.59598 1.24
O 0.36088 1.00375 0.32215 -0.84
O 0.74501 -0.19321 -2.09962 -0.84
O -0.90258 -0.63143 1.85047 -0.86
```

# 4
An isolated molecule of C17H16FN3O2. Source: OMol25; level of theory: the ωB97M-V functional and the def2-TZVPD basis.

Computed properties:
Multiplicity ... 1
Energy relative to the best compared isomer or geometry (same formula, charge and spin) ... 10.2 kJ/mol
Total charge ... 0
SMILES string ... Cc1nn(CCOc2ccccc2)c(=O)n1-c1ccccc1F

```
39
Properties=species:S:1:pos:R:3:nbo_charge:R:1
F 0.19387 2.99884 0.77335 -0.33
O 0.78585 -1.29043 -0.77269 -0.64
O -2.57880 -1.01154 0.50292 -0.52
N -1.65613 0.70805 -2.11222 -0.29
N -1.15532 -0.51063 -1.77147 -0.27
N 0.31177 0.97174 -1.16414 -0.44
C -1.64802 -1.69848 1.23894 0.38
C 2.53663 3.10938 0.89825 -0.30
C -1.41129 -3.06375 1.15389 -0.32
C 0.26998 -2.88378 2.86428 -0.24
C 0.06559 -0.40444 -1.17048 0.75
C 2.71863 1.07186 -0.97873 -0.16
C 0.02774 -1.52265 2.95452 -0.18
C -0.92422 -0.93212 2.15045 -0.28
C 1.39680 2.55368 0.35081 0.45
C -3.06778 -1.56091 -0.69521 -0.08
C 3.86366 1.61318 -0.42437 -0.22
C 3.77616 2.63669 0.50440 -0.19
C -0.89313 3.03559 -1.99309 -0.66
C -1.96204 -1.69593 -1.76130 -0.25
C -0.78049 1.58018 -1.75019 0.39
C -0.45366 -3.64555 1.96710 -0.18
C 1.46461 1.54594 -0.60826 0.04
H 4.82884 1.23364 -0.72124 0.22
H -1.96365 -3.68388 0.46403 0.21
H 1.02154 -3.34517 3.48681 0.21
H 2.77742 0.26648 -1.69307 0.24
H -3.80902 -0.83404 -1.03723 0.21
H -1.21505 3.54985 -1.08881 0.24
H -2.41395 -1.85018 -2.74378 0.22
H -3.55964 -2.52867 -0.53722 0.18
H -1.28088 -2.51675 -1.52356 0.24
H -1.63411 3.20241 -2.76893 0.25
H -1.12416 0.12738 2.20213 0.22
H 4.67045 3.06223 0.93217 0.22
H 0.59007 -0.91631 3.64942 0.21
H 0.06774 3.44486 -2.30147 0.23
H -0.27264 -4.70772 1.88932 0.21
H 2.43662 3.89097 1.63473 0.23
```

# 5
A structure of composition C25H30AsBiBrClNO8S. Source: OMol25; level of theory: the ωB97M-V functional and the def2-TZVPD basis.

Computed properties:
Multiplicity ... 2
Energy relative to the best compared isomer or geometry (same formula, charge and spin) ... 228.6 kJ/mol
Total charge ... -2

```
69
Properties=species:S:1:pos:R:3:mulliken_spin:R:1
Bi 1.10102 2.00047 -0.83581 -0.03
Br -1.22828 3.27310 -1.27633 0.05
As 3.48856 0.72401 1.50157 0.00
Cl 2.23783 4.27347 -1.99533 0.00
S 2.29804 4.21245 1.22999 0.00
O 2.88739 3.61435 2.82396 0.00
O 0.16753 0.19080 0.25277 0.06
O 3.38368 -0.88089 1.13728 0.00
O 1.72404 5.49562 1.57687 0.00
O 3.36629 1.74948 0.15779 0.00
O 5.13727 0.98319 2.14196 0.00
O 1.14529 3.19955 1.05503 0.00
O 1.60716 1.07380 -3.53950 0.00
N 2.67970 1.71146 -3.86815 0.00
C 1.29367 0.47892 5.02632 0.00
C -5.57526 -1.43472 -2.13023 0.00
C -6.09001 -1.02261 0.27762 0.00
C 3.85981 1.36461 -3.30980 0.00
C -3.71030 -1.25557 -0.46637 -0.04
C -1.03145 -0.29912 0.01202 -0.12
C -0.24094 -2.70439 0.43562 0.00
C -2.66078 -2.10188 -0.11197 0.02
C 2.61680 2.75988 -4.71265 0.00
C 1.61686 2.83596 4.64655 0.00
C 1.99263 0.20782 3.85817 0.00
C 2.33228 2.57136 3.48187 0.00
C 0.36417 -2.37897 1.80205 0.01
C -5.14111 -1.74398 -0.69020 0.01
C 2.50224 1.23610 3.07841 0.00
C 5.01498 2.04673 -3.62266 0.00
C -1.34134 -1.68511 0.11436 0.02
C 0.86422 -2.60850 -0.62840 0.01
C -0.74428 -4.14927 0.46269 0.00
C 3.75419 3.45218 -5.06317 0.00
C -3.39355 0.10012 -0.61373 0.15
C -2.10949 0.48713 -0.38044 0.83
C 1.10300 1.79917 5.41067 0.00
C -5.28574 -3.24827 -0.46216 0.00
C 4.97727 3.09841 -4.52178 0.00
H 1.61437 -3.38777 -0.45829 0.00
H -4.92883 -1.95370 -2.84155 0.00
H 0.79138 -1.38060 1.77382 0.00
H -6.32894 -3.54325 -0.61211 0.00
H -6.60967 -1.75459 -2.30087 0.00
H 0.89150 -0.33267 5.62028 0.00
H 1.61894 3.00496 -5.03752 0.00
H -1.15358 -4.46224 -0.50234 0.00
H -6.06250 0.05723 0.12303 0.00
H -1.50836 -4.30201 1.23024 0.00
H -4.66889 -3.81877 -1.16019 0.00
H 0.54413 2.02625 6.31171 0.00
H -0.40147 -2.41947 2.58425 0.00
H -5.50868 -0.36593 -2.33927 0.00
H 5.93227 1.75447 -3.13142 0.00
H 1.47476 3.87173 4.92667 0.00
H 5.70543 0.57843 1.47756 0.00
H 0.44102 -2.73837 -1.62929 0.00
H -2.87295 -3.15341 -0.01128 -0.01
H -7.12159 -1.36439 0.13546 0.00
H 3.65484 4.29955 -5.72692 0.00
H 2.16224 -0.81282 3.54214 0.00
H -5.79734 -1.21691 1.31187 0.00
H -4.99649 -3.52688 0.55347 0.00
H 1.16185 -3.08800 2.04708 0.00
H 3.79297 0.56401 -2.58849 0.00
H 1.37248 -1.64770 -0.57272 0.00
H 5.87359 3.65264 -4.76516 0.00
H 0.09946 -4.80377 0.69795 0.00
H -4.13536 0.83711 -0.91299 0.04
```

# 6
A cluster of 2 separate species, C4H5IO in total. Source: OMol25; level of theory: the ωB97M-V functional and the def2-TZVPD basis.

Computed properties:
Multiplicity ... 1
Energy relative to the best compared isomer or geometry (same formula, charge and spin) ... 403.8 kJ/mol
Total charge ... 0

```
11
Properties=species:S:1:pos:R:3:nbo_charge:R:1
I 2.74915 -0.49152 0.11794 0.18
O -1.11457 2.14572 0.09755 -0.47
C -0.25877 -1.19195 -0.49863 -0.47
C -0.14162 1.95757 -0.54457 0.50
C 0.73566 -0.24048 0.02509 -0.31
C -0.32867 -0.68770 0.88833 -0.49
H -1.00301 -0.59585 -1.05931 0.22
H -0.15876 -1.33471 1.74365 0.22
H 0.50374 2.44587 -1.19968 0.16
H -1.03281 0.12379 1.08670 0.23
H 0.04967 -2.13074 -0.65709 0.22
```